(1)
This record from the OMol25 dataset describes C14H18N2O4 in the gas phase. The level of theory is ωB97M-V/def2-TZVPD.

Each atom is followed by the atoms it is bonded to, with distances in Å.
Positions of all 38 atoms, in Å:
1 C -1.87936 -2.96093 -0.97560  C2 1.528, H21 1.087, H22 1.088, H23 1.088
2 C -1.35954 -2.28810 0.29403  C1 1.528, C3 1.544, C12 1.501, H24 1.094
3 C -2.22569 -1.05103 0.61324  C2 1.544, O4 1.208, N5 1.350
4 O -3.04585 -1.04251 1.49982  C3 1.208
5 N -2.00857 -0.01804 -0.22841  C3 1.350, C6 1.442, H25 1.009
6 C -2.51691 1.30336 0.04437  N5 1.442, C7 1.533, H26 1.095, H27 1.092
7 C -1.37200 2.30588 0.22681  C6 1.533, C8 1.550, O11 1.417, H28 1.102
8 C -0.57185 2.60168 -1.06773  C7 1.550, C9 1.534, H29 1.089, H30 1.089
9 C 0.88744 2.34126 -0.67214  C8 1.534, C10 1.531, H31 1.091, H32 1.087
10 C 0.81058 2.34419 0.85726  C9 1.531, O11 1.409, H33 1.100, H34 1.089
11 O -0.44424 1.77969 1.15988  C7 1.417, C10 1.409
12 C 0.07556 -1.84917 0.26002  C2 1.501, C13 1.397, C20 1.394
13 C 0.67623 -1.47528 1.46424  C12 1.397, C14 1.377, H35 1.079
14 C 1.96445 -0.98933 1.49323  C13 1.377, C15 1.392, H36 1.079
15 C 2.67355 -0.87158 0.30118  C14 1.392, N16 1.436, C19 1.389
16 N 4.00403 -0.33080 0.31305  C15 1.436, O17 1.214, O18 1.214
17 O 4.45811 0.02896 1.37976  N16 1.214
18 O 4.59156 -0.25263 -0.74698  N16 1.214
19 C 2.10010 -1.25132 -0.90614  C15 1.389, C20 1.381, H37 1.080
20 C 0.80612 -1.73352 -0.92158  C12 1.394, C19 1.381, H38 1.079
21 H -2.89558 -3.30800 -0.80525  C1 1.087
22 H -1.26141 -3.81937 -1.23077  C1 1.088
23 H -1.89888 -2.27286 -1.81772  C1 1.088
24 H -1.49794 -2.97455 1.13509  C2 1.094
25 H -1.21845 -0.07241 -0.85347  N5 1.009
26 H -3.16872 1.64227 -0.76806  C6 1.095
27 H -3.09917 1.22862 0.96544  C6 1.092
28 H -1.79442 3.24427 0.61989  C7 1.102
29 H -0.71957 3.63649 -1.37174  C8 1.089
30 H -0.89033 1.96208 -1.88987  C8 1.089
31 H 1.21766 1.36388 -1.02584  C9 1.091
32 H 1.57072 3.09738 -1.04975  C9 1.087
33 H 0.86550 3.37361 1.23997  C10 1.100
34 H 1.57498 1.73989 1.34409  C10 1.089
35 H 0.11210 -1.55648 2.38037  C13 1.079
36 H 2.43445 -0.69424 2.41876  C14 1.079
37 H 2.67499 -1.15622 -1.81513  C19 1.080
38 H 0.37034 -2.02514 -1.86431  C20 1.079

- strongest force on any atom (eV/Å) = 1.448
- electronic energy (a.u.) = -954.67975
- M (g mol⁻¹) = 278.308
- structure (SMILES) = C[C@H](C(=O)NC[C@@H]1CCCO1)c1ccc([N+](=O)[O-])cc1
- lowest unoccupied orbital energy (Eh) = -0.0243
- E_HOMO (hartree) = -0.351
- ΔE to the lowest compared entry with this formula, charge and spin (kcal/mol) = 82.7

Löwdin atomic charge list, values in e, 6 entries: C -0.05; C -0.24; C -0.47; O 0.08; N 0.09; C -0.11

---

(2)
This record from the OMol25 dataset describes a 2-piece molecular cluster, CHCl3FOP overall. The level of theory is ωB97M-V/def2-TZVPD.

Each atom is followed by the atoms it is bonded to, with distances in Å.
Positions of all 8 atoms, in Å:
1 C 0.78490 -0.48603 -0.13525  F3 1.301, P4 1.812, H8 1.094
2 O -1.77318 -0.37174 1.12318  P4 1.443
3 F 1.36641 -1.37066 0.62168  C1 1.301
4 P -0.65706 0.35520 0.56866  C1 1.812, O2 1.443, Cl6 1.981, Cl7 1.987
5 Cl -0.30831 -1.35490 -2.22433  no bonds
6 Cl -0.94710 1.72840 -0.82988  P4 1.981
7 Cl 0.30935 1.49135 1.88216  P4 1.987
8 H 1.22499 0.00837 -1.00623  C1 1.094

- strongest force on any atom (eV/Å) = 2.731
- electronic energy (a.u.) = -1935.73485
- M (g mol⁻¹) = 185.349
- lowest unoccupied orbital energy (alpha / beta) (Eh) = -0.0899 / -0.0899
- E_HOMO (alpha / beta) (hartree) = -0.398 / -0.398
- ΔE to the lowest compared entry with this formula, charge and spin (kcal/mol) = 59.3

Löwdin atomic charge list, values in e, 6 entries: C -0.42; O -0.34; F 0.08; P -0.18; Cl 0.03; Cl 0.39

---

(3)
This record from the OMol25 dataset describes C5H12O in the gas phase. The level of theory is ωB97M-V/def2-TZVPD.

Each atom is followed by the atoms it is bonded to, with distances in Å.
Positions of all 18 atoms, in Å:
1 C -2.32780 0.84282 -0.56225  C2 1.527, H7 1.096, H8 1.094, H9 1.097
2 C -1.29634 -0.27683 -0.67947  C1 1.527, C3 1.531, H10 1.099, H11 1.099
3 C -0.43553 -0.35267 0.58417  C2 1.531, C4 1.541, H12 1.100, H13 1.100
4 C 0.87766 -1.15000 0.46819  C3 1.541, O5 1.420, H14 1.095, H15 1.103
5 O 1.95153 -0.46879 1.10089  C4 1.420, C6 1.411
6 C 2.54665 0.50531 0.27159  O5 1.411, H16 1.092, H17 1.099, H18 1.100
7 H -3.01398 0.67235 0.27460  C1 1.096
8 H -2.92756 0.94162 -1.47139  C1 1.094
9 H -1.82724 1.80137 -0.37764  C1 1.097
10 H -0.64702 -0.08637 -1.54558  C2 1.099
11 H -1.80004 -1.23319 -0.88010  C2 1.099
12 H -0.14705 0.67131 0.86423  C3 1.100
13 H -1.03759 -0.74043 1.41876  C3 1.100
14 H 0.79679 -2.12162 0.96616  C4 1.095
15 H 1.13327 -1.34944 -0.58640  C4 1.103
16 H 2.93295 1.31737 0.89170  C6 1.092
17 H 1.83369 0.94468 -0.44074  C6 1.099
18 H 3.38762 0.08252 -0.29673  C6 1.100

- strongest force on any atom (eV/Å) = 0.267
- electronic energy (a.u.) = -272.91618
- M (g mol⁻¹) = 88.150
- structure (SMILES) = CCCCOC
- lowest unoccupied orbital energy (Eh) = 0.0415
- E_HOMO (hartree) = -0.354
- ΔE to the lowest compared entry with this formula, charge and spin (kcal/mol) = 20.4

Löwdin atomic charge list, values in e, 6 entries: C -0.12; C -0.28; C -0.20; C -0.23; O -0.20; C -0.12